{
  "formula": "C2H7N3OS",
  "method": "ωB97M-V with the def2-TZVPD basis set",
  "mol_weight_g_mol": 121.165,
  "orbital_gap_ev": 9.11,
  "lumo_energy_ev": 0.67,
  "e_above_lowest_ev": 1.992,
  "e_tot_ha": -718.00269,
  "species": ["C", "O", "N", "C", "S", "N", "N", "H", "H", "H", "H", "H", "H", "H"],
  "xyz": [[-1.835, -0.879, 0.053], [-0.645, -0.621, -0.650], [0.463, -0.931, 0.155], [1.600, -0.130, -0.084], [3.182, -0.723, -0.077], [1.369, 1.220, -0.271], [0.194, 1.869, 0.070], [-1.955, -1.954, 0.300], [-2.685, -0.655, -0.642], [-1.881, -0.302, 0.968], [0.660, -1.936, 0.162], [2.197, 1.806, -0.374], [-0.157, 1.631, 0.995], [-0.506, 1.606, -0.606]]
}